(1)
Density functional theory data (wB97M-V/def2-TZVPD) for 12 unconnected molecules or ions with the total composition C3H29N3O13 in a non-equilibrium geometry.

## Properties
- HOMO-LUMO gap: 10.33 eV
- M: 315.27 g/mol
- Structure (SMILES): NC(=O)CNC(N)=O.O.O.O.O.O.O.O.O.O.O.O
- ΔE to the lowest compared entry with this formula, charge and spin: 169.2 kJ/mol
- E_tot: -34671.619 eV
- HOMO level: -10.276 eV

Structure (ORCA input):
```
! wB97M-V def2-TZVPD RIJCOSX def2/J DEFGRID3
* xyz 0 1
O -0.832 1.104 2.256
C -1.583 0.503 1.471
N -2.226 -0.573 1.907
C -1.685 0.956 0.023
N -1.103 0.072 -0.946
C 0.011 0.339 -1.649
N 0.898 1.322 -1.352
O 0.323 -0.249 -2.712
H -2.185 -0.805 2.883
H -2.818 -1.066 1.254
H -1.249 1.950 0.071
H -2.728 1.115 -0.251
H -1.796 -0.482 -1.504
H 0.829 1.971 -0.579
H 1.800 1.358 -1.777
H -0.192 2.088 -3.226
H -0.997 1.389 -4.270
O -0.509 2.207 -4.130
H -3.211 -2.033 -2.458
H -1.884 -1.712 -3.309
O -2.498 -1.412 -2.620
H 4.093 0.686 1.633
H 3.896 1.050 0.137
O 3.725 0.378 0.803
H 0.882 -0.886 0.917
H 0.946 -0.167 2.194
O 0.825 -1.075 1.865
H 3.457 -1.395 1.608
H 2.384 -2.306 2.117
O 3.335 -2.296 1.932
H -2.650 -2.511 -0.803
H -3.063 -2.863 0.637
O -3.298 -2.308 -0.122
H -0.026 2.667 1.711
H -0.875 4.006 1.768
O -0.025 3.625 1.543
H 1.127 1.983 2.580
H 2.434 1.415 3.344
O 1.967 1.534 2.514
H -1.196 -3.909 0.871
H -1.037 -2.833 1.893
O -1.648 -3.545 1.645
H 2.671 3.873 0.449
H 2.667 2.514 1.235
O 2.905 2.943 0.386
H 0.416 -2.905 -4.134
H 0.076 -1.910 -2.971
O -0.060 -2.825 -3.304
*
```

(2)
Density functional theory data (wB97M-V/def2-TZVPD) for a gas-phase ion, C5H10N3O (charge +1) in a non-equilibrium geometry.

## Properties
- HOMO-LUMO gap: 8.65 eV
- M: 128.16 g/mol
- Structure (SMILES): CO\C=N/C=C\C=N\[NH3+]
- ΔE to the lowest compared entry with this formula, charge and spin: 411.9 kJ/mol
- E_tot: -11854.510 eV
- HOMO level: -12.304 eV

Structure (ORCA input):
```
! wB97M-V def2-TZVPD RIJCOSX def2/J DEFGRID3
* xyz 1 1
C -0.919 1.857 0.422
C -1.610 0.679 0.279
C 0.441 1.960 0.014
C 1.358 -0.039 -1.124
C 2.243 -0.762 0.950
N 0.943 1.095 -0.875
N -1.087 -0.387 -0.223
N -1.924 -1.504 -0.499
O 1.850 -0.974 -0.426
H -1.440 2.723 0.916
H -2.613 0.540 0.631
H 0.869 2.922 0.077
H 1.348 -0.428 -2.180
H 1.243 -0.458 1.467
H 3.052 -0.077 1.210
H 2.517 -1.693 1.401
H -1.948 -2.281 0.119
H -1.490 -2.002 -1.326
H -2.831 -1.171 -0.833
*
```

(3)
Density functional theory data (wB97M-V/def2-TZVPD) for 2 unconnected molecules or ions with the total composition C3H6N4 in a non-equilibrium geometry.

## Properties
- HOMO-LUMO gap: 8.86 eV
- M: 98.11 g/mol
- ΔE to the lowest compared entry with this formula, charge and spin: 353.0 kJ/mol
- E_tot: -9165.198 eV
- HOMO level: -7.895 eV

Structure (ORCA input):
```
! wB97M-V def2-TZVPD RIJCOSX def2/J DEFGRID3
* xyz 0 1
C 0.651 1.077 -0.224
C 1.249 0.111 0.509
C 0.677 -0.704 -1.470
N 0.260 0.592 -1.467
N 1.191 -1.012 -0.270
N -1.977 0.261 0.890
N -1.831 -0.713 1.503
H 0.250 2.079 -0.039
H 1.563 0.026 1.505
H 1.437 -1.860 0.101
H -1.563 1.115 1.103
H -2.680 0.320 0.106
H 0.772 -1.293 -2.247
*
```

(4)
Density functional theory data (wB97M-V/def2-TZVPD) for 9 unconnected molecules or ions with the total composition C36H99N9O9 in a non-equilibrium geometry.

## Properties
- HOMO-LUMO gap: 8.90 eV
- M: 802.24 g/mol
- Structure (SMILES): COC[C@H](C)N.COC[C@H](C)N.COC[C@H](C)N.COC[C@H](C)N.COC[C@H](C)N.COC[C@H](C)N.COC[C@H](C)N.COC[C@H](C)N.COC[C@H](C)N
- ΔE to the lowest compared entry with this formula, charge and spin: 305.1 kJ/mol
- E_tot: -70769.148 eV
- HOMO level: -8.546 eV

Structure (ORCA input):
```
! wB97M-V def2-TZVPD RIJCOSX def2/J DEFGRID3
* xyz 0 1
C 2.481 13.397 -11.526
C 3.762 14.146 -11.255
C 3.490 15.151 -10.113
O 2.381 16.043 -10.479
C 2.214 17.184 -9.703
N 4.791 13.229 -10.869
H 2.692 12.619 -12.260
H 1.678 13.976 -11.980
H 2.046 12.913 -10.652
H 4.122 14.706 -12.118
H 4.398 15.730 -9.944
H 3.152 14.764 -9.151
H 1.568 17.896 -10.218
H 3.095 17.816 -9.594
H 1.802 16.925 -8.728
H 4.598 12.792 -9.979
H 4.700 12.431 -11.482
C 5.997 13.442 -20.931
C 7.090 12.689 -20.063
C 7.901 11.786 -20.960
O 7.005 10.799 -21.486
C 7.723 9.768 -22.202
N 7.854 13.654 -19.311
H 5.178 12.835 -21.318
H 6.396 13.856 -21.857
H 5.516 14.192 -20.303
H 6.606 12.063 -19.313
H 8.690 11.419 -20.304
H 8.357 12.312 -21.799
H 6.932 9.126 -22.589
H 8.460 9.245 -21.592
H 8.217 10.160 -23.091
H 7.211 14.132 -18.697
H 8.201 14.378 -19.925
C 5.602 17.103 -12.162
C 6.588 18.201 -11.940
C 6.839 18.403 -10.380
O 7.719 19.546 -10.285
C 8.141 19.720 -8.977
N 7.857 17.821 -12.642
H 4.686 17.214 -11.582
H 6.010 16.137 -11.868
H 5.296 17.090 -13.208
H 6.155 19.087 -12.404
H 7.295 17.493 -9.989
H 5.904 18.675 -9.890
H 8.716 18.865 -8.621
H 7.310 19.841 -8.283
H 8.888 20.508 -8.875
H 8.088 16.939 -12.208
H 8.584 18.460 -12.355
C 6.391 13.227 -16.136
C 5.311 14.250 -16.461
C 4.554 14.763 -15.199
O 3.677 15.823 -15.481
C 2.777 16.251 -14.439
N 5.860 15.327 -17.308
H 7.101 13.595 -15.395
H 6.812 12.906 -17.088
H 6.044 12.263 -15.764
H 4.615 13.779 -17.155
H 5.231 15.055 -14.396
H 3.846 14.041 -14.791
H 3.489 16.636 -13.709
H 2.184 15.478 -13.951
H 2.132 17.117 -14.588
H 6.452 15.902 -16.726
H 5.163 16.043 -17.455
C 9.015 10.417 -17.380
C 9.621 11.585 -16.589
C 10.820 11.164 -15.694
O 10.366 10.341 -14.612
C 11.271 9.990 -13.564
N 9.943 12.704 -17.434
H 9.838 9.983 -17.949
H 8.318 10.817 -18.116
H 8.591 9.656 -16.725
H 8.775 11.730 -15.917
H 11.293 12.054 -15.280
H 11.574 10.663 -16.301
H 12.063 9.343 -13.943
H 10.687 9.359 -12.895
H 11.641 10.876 -13.049
H 9.090 12.992 -17.892
H 10.134 13.464 -16.797
C 3.863 16.743 -21.054
C 2.581 17.444 -20.519
C 2.137 16.766 -19.177
O 1.825 15.399 -19.399
C 1.919 14.668 -18.209
N 2.871 18.865 -20.367
H 4.747 16.865 -20.428
H 4.085 17.190 -22.024
H 3.716 15.663 -21.064
H 1.773 17.262 -21.228
H 1.296 17.239 -18.671
H 3.024 16.782 -18.545
H 1.031 14.868 -17.610
H 2.770 14.948 -17.589
H 1.978 13.591 -18.371
H 3.140 19.343 -21.215
H 3.664 19.012 -19.760
C 3.175 20.243 -16.648
C 4.352 19.310 -16.450
C 5.573 19.505 -17.375
O 5.130 19.615 -18.744
C 6.165 19.851 -19.647
N 4.765 19.377 -15.074
H 3.492 21.276 -16.508
H 2.318 20.042 -16.005
H 2.841 20.252 -17.685
H 4.177 18.244 -16.594
H 6.198 18.626 -17.218
H 6.111 20.402 -17.070
H 6.578 20.838 -19.440
H 5.858 19.671 -20.677
H 7.111 19.320 -19.536
H 5.529 18.722 -14.985
H 5.181 20.296 -15.006
C 0.095 20.627 -13.346
C 1.060 19.482 -13.336
C 2.440 19.843 -12.627
O 2.291 20.343 -11.329
C 3.503 20.654 -10.635
N 0.472 18.458 -12.451
H 0.555 21.453 -13.889
H -0.295 21.009 -12.403
H -0.760 20.420 -13.990
H 1.184 19.108 -14.352
H 2.976 20.636 -13.148
H 3.020 18.923 -12.697
H 4.097 21.223 -11.349
H 3.994 19.685 -10.549
H 3.450 21.063 -9.626
H 0.553 18.865 -11.530
H 1.060 17.640 -12.374
C 9.047 16.692 -17.511
C 8.628 16.184 -16.137
C 9.740 16.081 -15.110
O 10.733 15.146 -15.636
C 11.828 14.855 -14.779
N 7.554 17.080 -15.693
H 9.386 17.727 -17.466
H 8.251 16.664 -18.255
H 9.761 15.928 -17.819
H 8.116 15.228 -16.245
H 9.345 15.734 -14.155
H 10.115 17.076 -14.869
H 12.557 15.664 -14.833
H 12.290 13.931 -15.127
H 11.594 14.716 -13.723
H 7.829 18.050 -15.761
H 7.478 16.924 -14.698
*
```

(5)
Density functional theory data (wB97M-V/def2-TZVPD) for a single C5H11PS molecule in a non-equilibrium geometry.

## Properties
- HOMO-LUMO gap: 9.79 eV
- M: 134.18 g/mol
- Structure (SMILES): CP1CCC[C@@H]1S
- ΔE to the lowest compared entry with this formula, charge and spin: 103.0 kJ/mol
- E_tot: -25486.317 eV
- HOMO level: -8.826 eV

Structure (ORCA input):
```
! wB97M-V def2-TZVPD RIJCOSX def2/J DEFGRID3
* xyz 0 1
C -0.035 1.530 0.605
C -0.556 1.175 -0.776
C 0.888 0.461 1.176
C -1.036 -0.319 -0.593
C 1.329 -1.731 -0.614
P 0.065 -1.179 0.688
S -2.754 -0.495 -0.084
H 0.502 2.538 0.570
H -0.893 1.515 1.247
H -1.571 1.686 -0.790
H 0.180 1.357 -1.553
H 1.843 0.466 0.811
H 0.754 0.468 2.262
H -0.916 -1.030 -1.521
H 0.914 -2.553 -1.221
H 2.177 -2.304 -0.092
H 1.479 -0.918 -1.327
H -2.370 -0.667 1.212
*
```

(6)
Density functional theory data (wB97M-V/def2-TZVPD) for a single CH3ClO molecule in a non-equilibrium geometry.

## Properties
- HOMO-LUMO gap: 11.62 eV
- M: 66.49 g/mol
- Structure (SMILES): OCCl
- ΔE to the lowest compared entry with this formula, charge and spin: 59.1 kJ/mol
- E_tot: -15654.754 eV
- HOMO level: -10.829 eV

Structure (ORCA input):
```
! wB97M-V def2-TZVPD RIJCOSX def2/J DEFGRID3
* xyz 0 1
C -0.263 0.257 -0.207
O 0.466 -1.051 -0.142
Cl -2.005 -0.054 -0.040
H 0.058 0.853 0.569
H -0.103 0.805 -1.289
H 1.068 -1.164 -0.881
*
```